# C3H9S2

A 2-piece molecular cluster, C3H9S2 overall in a non-equilibrium geometry (ωB97M-V/def2-TZVPD, the OMol25 dataset).

Element x y z (Å)
C -0.87423 2.81349 -0.92329
S -0.12312 1.18160 -1.54487
H -1.08682 3.41376 -1.82084
H -0.10516 3.23981 -0.33737
H -1.64369 2.44872 -0.25898
C -1.39252 -1.04466 0.80476
C -0.06417 -1.77965 0.41958
S 1.43180 -1.37342 1.43108
H -1.68892 -1.56661 1.74653
H -1.04772 -0.07971 1.30611
H -2.15426 -0.90595 0.02004
H 0.16188 -1.35187 -0.52984
H -0.23732 -2.86156 0.47174
H 0.73850 1.28497 -0.51953

net charge	-1
relative energy (zero: lowest compared OMol25 entry of this formula, charge and spin)	35.6	kcal per mole
LUMO energy	3.22	eV

=====

# C3H6N2O

One molecule with the formula C3H6N2O (ωB97M-V/def2-TZVPD, the OMol25 dataset).

Element x y z (Å)
H 1.49305 0.58033 1.16262
N 1.17125 -0.38668 1.22225
C 0.13769 -0.58524 0.49264
C -0.37202 -2.00396 0.47042
O -1.14507 -2.41334 -0.36359
N -0.53035 0.28021 -0.31583
C 0.02477 1.55521 -0.70192
H 0.05982 -2.63950 1.26440
H -1.34922 -0.07686 -0.78223
H 0.05321 2.26644 0.13393
H -0.58952 1.98780 -1.49389
H 1.04641 1.43559 -1.08881

relative energy (zero: lowest compared OMol25 entry of this formula, charge and spin)	29.2	kcal per mole
SMILES	[H]/N=C(/C=O)NC
LUMO energy	0.38	eV

=====

# C33H40Br63N3PS

C33H40Br63N3PS as an isolated structure in a non-equilibrium geometry (ωB97M-V/def2-TZVPD, the OMol25 dataset).

Element x y z (Å)
C -1.81945 -1.77339 -0.91835
C -2.25571 -0.40837 -1.39819
C -3.57730 -0.04378 -1.13087
C -4.12446 1.15269 -1.54822
C -3.31542 2.04760 -2.23016
C -2.00521 1.70509 -2.49306
C -1.43873 0.48818 -2.09750
C -0.00255 0.19060 -2.47540
C 1.04087 0.82921 -1.53323
C 1.00080 0.13021 -0.16456
N 1.26379 1.15664 0.90721
C 0.25458 2.07909 0.83724
N -0.65713 2.14343 1.82027
P -1.59201 3.52891 2.26995
S -0.89074 4.47958 3.77687
N 0.23229 2.85982 -0.23359
C 0.96164 2.36525 -1.41616
H -2.08849 -1.90430 0.13197
H -0.74528 -1.91657 -1.00847
H -2.31113 -2.57189 -1.48229
H -4.21036 -0.75270 -0.60636
H -5.15785 1.37027 -1.33501
H -3.66882 2.99586 -2.60705
H -1.39473 2.40166 -3.05822
H 0.15414 -0.88717 -2.47103
H 0.16027 0.57008 -3.48569
H 2.01741 0.61830 -1.97200
H 1.77265 -0.63385 -0.11866
H 0.02182 -0.29523 0.05275
H 1.22058 0.71362 1.82213
H -0.81938 1.29714 2.35726
H -2.86087 2.98719 2.50484
H -1.68857 4.26603 1.08657
H -0.68751 3.22727 -0.44920
H 1.95073 2.81478 -1.48011
H 0.42673 2.73651 -2.28686
C 2.49100 1.73622 -5.66017
Br 2.58492 -0.12606 -6.10879
Br 0.65986 2.32138 -5.50115
Br 3.51807 2.14231 -4.08093
H 2.93365 2.30430 -6.47241
C -7.24888 2.86879 -4.37032
Br -8.03115 3.94518 -2.98341
Br -6.09075 3.90374 -5.50386
Br -6.31488 1.35553 -3.62733
H -8.05405 2.49371 -4.98530
C -0.56862 -0.12990 5.39756
Br 1.05226 0.40465 4.49577
Br -2.14264 0.27948 4.35193
Br -0.52062 -1.97547 5.89129
H -0.60686 0.45996 6.30765
C 0.68136 1.99903 9.67611
Br 0.51903 3.90579 9.80441
Br -0.75894 1.08769 10.55412
Br 0.84130 1.42726 7.83582
H 1.59901 1.71829 10.17253
C -4.67307 0.68267 12.59936
Br -3.99840 1.85903 13.96034
Br -4.70567 1.54011 10.87781
Br -3.70148 -0.97735 12.55227
H -5.69563 0.44578 12.85631
C -4.69488 -5.69224 -1.36712
Br -4.47624 -3.78864 -1.12653
Br -6.20289 -6.35858 -0.38420
Br -4.78862 -6.15278 -3.22793
H -3.81158 -6.16312 -0.96145
C 1.72883 2.25106 -9.22124
Br 1.90246 4.09075 -8.69539
Br 0.52900 2.03127 -10.70564
Br 3.46074 1.48415 -9.55353
H 1.29265 1.71765 -8.38616
C 7.32184 1.32420 -7.57384
Br 9.04760 1.03570 -6.80348
Br 6.84789 -0.06414 -8.81914
Br 5.98415 1.56136 -6.20365
H 7.37370 2.24920 -8.13345
C -6.86713 -3.06346 10.06592
Br -7.89792 -2.13413 11.39763
Br -5.80607 -1.84997 9.02189
Br -5.78426 -4.44734 10.84582
H -7.56695 -3.54021 9.39536
C 0.31097 -2.21788 -10.84063
Br 0.61987 -4.06710 -11.25650
Br -1.55999 -1.82144 -10.66756
Br 1.27757 -1.67804 -9.26418
H 0.68733 -1.62711 -11.66594
C 10.99942 1.70909 -3.34038
Br 11.35355 -0.06036 -4.01237
Br 9.12172 1.98910 -3.02360
Br 12.04333 2.08859 -1.77265
H 11.30313 2.40914 -4.10572
C -4.47362 -7.64279 13.36512
Br -3.01271 -7.85380 12.12841
Br -4.59685 -9.13656 14.56224
Br -4.36255 -5.96921 14.30575
H -5.38499 -7.62452 12.78258
C 4.85909 1.40640 4.04799
Br 5.11610 3.25923 4.46885
Br 3.80673 1.20678 2.43333
Br 6.52354 0.45783 3.93757
H 4.28450 0.96536 4.85257
C -5.40620 -10.25625 9.47580
Br -5.60136 -8.34371 9.54651
Br -6.81075 -11.14366 10.43937
Br -5.26857 -10.88585 7.66496
H -4.47632 -10.49781 9.97153
C 11.32124 3.24432 -9.62896
Br 10.98821 2.08840 -11.12517
Br 9.68918 4.02049 -8.95816
Br 12.32704 2.34924 -8.25226
H 11.93105 4.06278 -9.98211
C -0.06777 7.50354 -6.91826
Br 1.12862 8.74159 -7.77318
Br -1.13984 6.54876 -8.19469
Br 0.89542 6.30463 -5.75843
H -0.74066 8.07779 -6.29852
C 3.69649 -3.14097 5.55123
Br 3.75238 -2.14327 3.90591
Br 3.35393 -1.97744 7.04554
Br 2.43722 -4.58931 5.46509
H 4.67579 -3.57339 5.69652
C -1.66019 -12.61017 15.03431
Br -1.56293 -11.48467 13.47781
Br -2.24093 -11.62627 16.58139
Br -2.76094 -14.15435 14.72114
H -0.66025 -12.96436 15.23705
C -4.24301 6.35818 0.03146
Br -4.06992 4.52864 -0.57196
Br -6.08093 6.89340 0.12273
Br -3.32796 6.62411 1.70292
H -3.75836 6.98098 -0.70653
C -1.64529 -0.95344 -14.54841
Br -0.71819 0.32631 -13.44775
Br -2.01944 -0.24573 -16.29354
Br -0.68344 -2.61288 -14.63631
H -2.59320 -1.15527 -14.07027
C 5.06808 6.78754 -7.37198
Br 5.07005 4.90131 -6.98234
Br 5.25745 7.83832 -5.77446
Br 6.39787 7.22833 -8.68591
H 4.10253 7.02685 -7.79726

net charge	+1
relative energy (zero: lowest compared OMol25 entry of this formula, charge and spin)	0.0	kcal per mole
LUMO energy	-2.42	eV

=====

# C18H18F10N4S2Tl

C18H18F10N4S2Tl as an isolated structure in a non-equilibrium geometry (ωB97M-V/def2-TZVPD, the OMol25 dataset).

Element x y z (Å)
Tl 0.47954 0.59030 0.64737
N -1.78106 -0.10179 -0.00043
C -1.67199 -0.74365 -1.35641
C -0.56668 -1.84908 -1.19818
N 0.80195 -1.39523 -0.86614
C 1.69305 -2.51214 -0.35437
C 3.21836 -2.40128 -0.34983
N 3.83637 -1.45730 0.53908
C 1.27477 -0.87636 -2.18346
C 2.48023 0.03509 -2.04525
N 2.53058 0.83036 -0.78601
H -2.14195 -0.74582 0.69074
H -2.27796 0.75565 0.08709
H -1.34413 0.08088 -2.00981
H -2.60968 -1.15329 -1.63507
H -0.56818 -2.54402 -2.04476
H -0.94101 -2.49405 -0.35457
H 1.48908 -3.39030 -0.96387
H 1.35998 -2.74458 0.67575
H 3.65812 -2.27713 -1.34444
H 3.56848 -3.42814 -0.12065
H 4.83814 -1.56581 0.57775
H 3.52812 -1.54108 1.50597
H 0.45589 -0.27932 -2.47759
H 1.53587 -1.63258 -2.97733
H 2.47971 0.65866 -2.89821
H 3.39462 -0.54589 -2.12956
H 2.51969 1.78155 -1.07803
H 3.38593 0.52735 -0.29547
F -3.02787 -0.28978 6.98337
C -2.30742 -0.28398 5.80826
C -2.30757 -1.41773 5.01622
F -3.09987 -2.45192 5.30426
C -1.41892 -1.52603 3.97944
F -1.39372 -2.62372 3.25618
C -0.47054 -0.53872 3.72193
S 0.86039 -0.84646 2.58443
C -0.42151 0.56814 4.52905
F 0.54638 1.45578 4.40503
C -1.34659 0.69022 5.58896
F -1.13351 1.66180 6.40622
F -2.88092 3.29767 -5.20308
C -2.28873 3.09038 -3.98791
C -2.97496 3.12939 -2.79828
F -4.22258 3.33264 -2.85341
C -2.32464 2.95995 -1.52248
F -3.06533 3.04251 -0.44751
C -0.91915 2.84488 -1.47262
S -0.03359 2.99949 0.05159
C -0.30237 2.74893 -2.74075
F 1.01048 2.54151 -2.81843
C -0.87484 2.97096 -3.95909
F -0.22846 3.06311 -5.08569

net charge	+1
LUMO energy	-4.10	eV